{"formula": "C15H21N3O3S", "method": "ωB97M-V with the def2-TZVPD basis set", "symbols": ["O", "O", "N", "O", "S", "C", "C", "C", "C", "C", "N", "N", "C", "C", "C", "C", "C", "C", "C", "C", "C", "C", "H", "H", "H", "H", "H", "H", "H", "H", "H", "H", "H", "H", "H", "H", "H", "H", "H", "H", "H", "H", "H"], "coordinates": [[2.72517, 1.49499, 1.15670], [-1.87805, 0.01017, 1.97916], [1.73192, 0.93676, 1.54065], [0.47067, 0.61160, -2.02109], [-1.55869, -4.25695, 0.70879], [-1.87391, -5.04146, 2.28317], [-1.47606, -4.17992, 3.37195], [-1.24305, -2.89163, 2.80016], [-1.19717, -2.72259, 1.38209], [-0.86533, -1.42855, 0.74600], [0.20760, 0.01654, -0.76113], [-1.10169, -0.21740, 1.11381], [0.85244, -2.34487, -0.95923], [-1.36103, -1.57548, -1.72599], [-1.52034, 3.94804, 0.47066], [-0.57362, 3.95575, 1.68682], [-2.39645, 2.79661, 0.42487], [0.10241, 2.61001, 2.12421], [-1.69852, 1.61418, -0.39642], [0.59816, 1.76352, 0.91775], [-0.28350, -1.32744, -0.64046], [-0.52093, 0.80264, 0.23640], [1.37829, 0.62936, -2.33240], [-2.26325, -6.04162, 2.45910], [-1.54572, -4.27965, 4.46640], [-1.24826, -2.01524, 3.41071], [0.68872, -3.43289, -0.89063], [1.80210, -2.16768, -0.40793], [1.14255, -2.05234, -2.03078], [-1.81947, -2.53870, -1.62741], [-0.96217, -1.48831, -2.82409], [-2.16229, -0.88787, -1.52324], [-0.93894, 4.04568, -0.47240], [-2.13674, 4.89287, 0.55321], [-1.31087, 4.25718, 2.52898], [0.07655, 4.73992, 1.57093], [-3.25505, 2.96557, -0.12422], [-2.73476, 2.43636, 1.41340], [-0.68765, 2.10675, 2.62508], [0.97531, 2.87994, 2.76249], [-2.53973, 1.00478, -0.50083], [-1.28313, 1.96488, -1.35674], [0.91991, 2.49293, 0.15467]], "mulliken_charge": [-0.378, -0.824, -0.123, -0.535, -0.121, -0.384, -0.543, -0.460, -0.409, 0.611, 0.471, 1.085, -1.565, -1.283, -0.545, -0.867, -1.020, -0.749, -1.121, -0.180, 1.327, -0.166, 0.365, 0.409, 0.351, 0.384, 0.285, 0.346, 0.356, 0.412, 0.223, 0.338, 0.336, 0.354, 0.321, 0.408, 0.559, 0.359, 0.339, 0.333, 0.427, 0.352, 0.524], "total_charge": 0, "relative_energy_kcal_mol": 241.0, "homo_energy_ev": -7.7939, "orbital_gap_ha": 0.2896}



{"formula": "C30H33HgN4O6P2Sb", "method": "ωB97M-V with the def2-TZVPD basis set", "symbols": ["Hg", "C", "C", "C", "C", "C", "C", "N", "Sb", "C", "C", "C", "C", "C", "C", "N", "C", "C", "C", "C", "C", "C", "N", "H", "H", "H", "H", "H", "H", "H", "H", "H", "H", "H", "H", "H", "H", "H", "H", "H", "H", "N", "C", "C", "P", "O", "O", "O", "P", "O", "O", "O", "H", "H", "H", "H", "H", "H", "H", "H", "C", "C", "C", "C", "C", "C", "C", "C", "C", "C", "H", "H", "H", "H", "H", "H", "H"], "coordinates": [[-0.59154, 0.38249, -1.14040], [3.70346, -1.02785, -0.79534], [2.62408, -1.84078, -1.43539], [2.70398, -2.23918, -2.77055], [1.68002, -3.00450, -3.29769], [0.59705, -3.33526, -2.49309], [0.60033, -2.88623, -1.18320], [1.59750, -2.19292, -0.67576], [-0.89356, -3.58598, 0.23923], [-2.27437, -1.96124, 0.66495], [-3.47422, -1.81721, -0.01925], [-4.39836, -0.91317, 0.47368], [-4.09005, -0.18403, 1.61021], [-2.85946, -0.38669, 2.21835], [-2.44612, 0.41139, 3.41542], [-2.00474, -1.29445, 1.76831], [0.30608, -3.05318, 1.93068], [0.64539, -3.89261, 2.97721], [1.38562, -3.35782, 4.02053], [1.75680, -2.02460, 3.96724], [1.37512, -1.26639, 2.86160], [1.72057, 0.17979, 2.71301], [0.66315, -1.79287, 1.88223], [4.18018, -0.39889, -1.54212], [3.26736, -0.39828, -0.02515], [4.44930, -1.67814, -0.33383], [3.54803, -1.95068, -3.37729], [1.72707, -3.34535, -4.32503], [-0.22426, -3.92853, -2.87260], [-3.68343, -2.40196, -0.90518], [-5.35676, -0.78240, -0.00761], [-4.78455, 0.53429, 2.01594], [-3.30882, 0.85505, 3.90855], [-1.89308, -0.21097, 4.11568], [-1.79307, 1.21533, 3.07773], [0.33664, -4.93057, 2.97755], [1.67139, -3.97344, 4.86475], [2.33160, -1.57736, 4.76745], [2.61870, 0.43775, 3.26993], [1.84960, 0.40078, 1.65605], [0.89075, 0.78947, 3.06859], [-0.00579, 2.02532, -5.74635], [0.67761, 2.42511, -4.49178], [1.71360, 3.48277, -4.76473], [1.54797, 0.88023, -3.96619], [0.24641, -0.15331, -4.18225], [2.51413, 0.58366, -5.05917], [1.98330, 0.87604, -2.54845], [-0.84309, 3.13558, -3.65541], [-0.28288, 3.91999, -2.36774], [-1.30595, 4.09179, -4.70910], [-1.75424, 2.02196, -3.27664], [0.65875, 1.78215, -6.48283], [-0.65605, 2.82816, -5.92959], [-0.54839, 1.19760, -5.46021], [2.42351, 3.13007, -5.51473], [2.26257, 3.66156, -3.84199], [1.25329, 4.41635, -5.09031], [0.59835, -1.00955, -3.92625], [-0.23863, 3.29516, -1.63473], [-5.27360, 3.88778, 0.50746], [-4.94587, 2.72919, -0.21408], [-3.65151, 2.29555, -0.27624], [-2.61852, 2.97060, 0.40321], [-1.27460, 2.54395, 0.37161], [-0.31271, 3.20810, 1.07942], [-0.65218, 4.33376, 1.85521], [-1.93835, 4.79305, 1.87748], [-2.95696, 4.12855, 1.16327], [-4.29553, 4.57619, 1.17129], [-6.29883, 4.23896, 0.52470], [-5.73067, 2.18435, -0.72110], [-3.39142, 1.42190, -0.85746], [0.72220, 2.89389, 1.05434], [0.12617, 4.84212, 2.41114], [-2.19687, 5.68143, 2.44197], [-4.53136, 5.47645, 1.72771]], "mulliken_spin": [0.392, 0.000, 0.010, 0.001, -0.010, 0.012, -0.020, 0.028, -0.007, -0.003, 0.015, 0.002, 0.003, 0.003, -0.001, 0.003, 0.003, 0.000, -0.001, 0.000, 0.009, -0.014, -0.010, 0.001, -0.003, 0.000, 0.000, 0.001, 0.000, -0.004, 0.000, 0.000, 0.000, 0.000, 0.001, 0.000, 0.000, 0.000, 0.000, 0.006, 0.000, 0.001, -0.002, 0.000, -0.027, 0.011, 0.002, -0.003, 0.013, 0.005, 0.000, 0.015, 0.001, 0.000, -0.001, 0.000, 0.000, 0.000, -0.006, 0.003, 0.007, -0.012, 0.003, -0.037, 0.486, 0.091, 0.020, -0.025, 0.002, -0.004, 0.000, -0.001, 0.012, 0.023, 0.002, 0.000, 0.002], "spin_multiplicity": 2, "total_charge": -1, "homo_energy_ev": [-4.1369, -5.4014], "s_squared": 0.773, "orbital_gap_ha": [0.2477, 0.2737]}